# 1
14
Properties=species:S:1:pos:R:3:nbo_charge:R:1 method="wB97M-V/def2-TZVPD" energy_ha=-270.500139 lumo_energy_ev=0.96 smiles="C[C@H]1C[C@H]1C=O" orbital_gap_ev=10.833 e_above_lowest_kj_mol=151.6
C 0.942 0.539 -1.065 -0.64
C 0.838 -0.264 0.209 -0.19
C 0.159 0.130 1.483 -0.41
C -0.582 -0.757 0.540 -0.36
C -1.597 -0.146 -0.356 0.44
O -1.784 -0.544 -1.483 -0.53
H 0.637 1.584 -0.944 0.21
H 1.945 0.504 -1.486 0.22
H 0.244 0.080 -1.788 0.24
H 1.603 -1.030 0.318 0.22
H -0.212 1.147 1.563 0.21
H 0.536 -0.282 2.413 0.23
H -0.655 -1.831 0.658 0.25
H -2.105 0.773 -0.001 0.11

=====

# 2
14
Properties=species:S:1:pos:R:3:nbo_charge:R:1 method="wB97M-V/def2-TZVPD" energy_ha=-270.309809 lumo_energy_ev="0.65 / 0.64" orbital_gap_ev="7.589 / 7.588" e_above_lowest_kj_mol=651.3
C -1.747 0.237 0.097 -0.65
C -0.626 -0.751 0.091 0.18
C 0.719 0.454 -1.128 -0.23
C 1.314 0.703 0.260 -0.49
C 0.758 -0.662 0.569 0.01
O 0.886 -1.148 -0.798 -0.48
H -1.407 1.250 0.313 0.23
H -2.260 0.236 -0.867 0.25
H -2.472 -0.095 0.860 0.21
H -0.968 -1.787 0.050 0.20
H 1.383 0.650 -1.979 0.16
H 0.884 1.532 0.837 0.20
H 2.411 0.718 0.349 0.20
H 1.125 -1.335 1.347 0.20

=====

# 3
14
Properties=species:S:1:pos:R:3:nbo_charge:R:1 method="wB97M-V/def2-TZVPD" energy_ha=-270.390461 lumo_energy_ev=0.65 orbital_gap_ev=10.120 e_above_lowest_kj_mol=439.6
C 1.774 -0.517 0.388 -0.65
C 0.801 0.568 0.759 -0.10
C -1.207 -0.335 -1.431 -0.41
C -2.094 0.203 -0.603 -0.37
C -0.315 0.333 1.718 0.31
O 0.741 0.910 2.188 -0.43
H 2.767 -0.286 0.787 0.23
H 1.460 -1.491 0.777 0.22
H 1.857 -0.593 -0.701 0.23
H 0.763 1.454 0.129 0.20
H -0.755 0.232 -2.241 0.19
H -0.879 -1.367 -1.316 0.19
H -2.396 1.245 -0.682 0.19
H -2.515 -0.356 0.228 0.21

=====

# 4
14
Properties=species:S:1:pos:R:3:nbo_charge:R:1 method="wB97M-V/def2-TZVPD" energy_ha=-270.411309 lumo_energy_ev=0.78 smiles="CC=C=C=CO.[H][H]" orbital_gap_ev=8.969 e_above_lowest_kj_mol=384.9
C 1.195 -1.456 -1.537 -0.63
C 0.655 -0.051 -1.469 -0.26
C -0.219 0.367 -0.577 0.05
C -1.034 0.773 0.312 -0.18
C -1.791 1.199 1.303 0.13
O -2.097 0.511 2.432 -0.66
H 0.455 -2.079 -2.054 0.22
H 2.122 -1.500 -2.115 0.22
H 1.375 -1.898 -0.551 0.22
H 1.447 0.671 1.218 0.00
H 0.877 0.602 -2.307 0.22
H -2.325 2.141 1.262 0.20
H 0.902 1.014 1.621 -0.01
H -1.561 -0.296 2.462 0.48

=====

# 5
14
Properties=species:S:1:pos:R:3:nbo_charge:R:1 method="wB97M-V/def2-TZVPD" energy_ha=-270.497071 lumo_energy_ev=1.02 smiles="CC(=O)C1CC1" orbital_gap_ev=10.548 e_above_lowest_kj_mol=159.7
C 0.123 1.770 -0.651 -0.73
C 0.994 0.628 -0.071 0.60
O 1.970 0.850 0.607 -0.54
C 0.326 -0.688 -0.322 -0.34
C -0.014 -1.884 0.533 -0.39
C -0.860 -0.653 0.606 -0.40
H 0.621 2.227 -1.507 0.24
H -0.884 1.477 -0.979 0.21
H -0.004 2.533 0.121 0.24
H 0.073 -0.834 -1.371 0.22
H 0.521 -2.172 1.433 0.23
H -0.389 -2.729 -0.041 0.22
H -1.810 -0.454 0.137 0.22
H -0.668 -0.071 1.506 0.22

=====

# 6
14
Properties=species:S:1:pos:R:3:nbo_charge:R:1 method="wB97M-V/def2-TZVPD" energy_ha=-270.367075 lumo_energy_ev="0.27 / 0.27" orbital_gap_ev="7.528 / 7.531" e_above_lowest_kj_mol=501.0
C -0.529 0.035 1.458 -0.57
C -1.020 -0.500 0.173 0.01
O -1.043 0.651 -0.748 -0.46
C 0.135 0.718 -1.350 0.21
C 0.892 -0.444 -1.191 -0.35
C 0.263 -1.163 -0.211 -0.14
H 0.672 1.069 0.859 0.06
H -1.040 0.904 1.867 0.22
H -0.176 -0.683 2.191 0.21
H -1.987 -1.008 0.044 0.17
H 0.303 1.584 -1.977 0.22
H 1.013 1.489 0.206 -0.07
H 1.882 -0.600 -1.600 0.24
H 0.635 -2.053 0.280 0.23

=====

# 7
14
Properties=species:S:1:pos:R:3:nbo_charge:R:1 method="wB97M-V/def2-TZVPD" energy_ha=-270.346533 lumo_energy_ev=1.11 orbital_gap_ev=9.240 e_above_lowest_kj_mol=554.9
C 1.183 0.340 1.186 -0.45
C 1.662 0.551 -0.226 -0.43
C 0.551 -0.387 0.066 0.08
C -1.439 -1.024 -1.276 -0.25
C -1.907 -0.670 0.067 -0.15
O -0.744 0.117 -0.241 -0.40
H 0.600 1.146 1.620 0.23
H 1.796 -0.231 1.866 0.22
H 2.619 0.133 -0.527 0.23
H 1.394 1.493 -0.687 0.23
H 0.697 -1.452 -0.071 0.23
H -1.929 -0.284 -1.912 0.12
H -2.721 0.034 0.217 0.18
H -1.712 -1.382 0.852 0.18

=====

# 8
14
Properties=species:S:1:pos:R:3:nbo_charge:R:1 method="wB97M-V/def2-TZVPD" energy_ha=-270.355674 lumo_energy_ev="-0.79 / -0.63" orbital_gap_ev="7.698 / 7.498" e_above_lowest_kj_mol=530.9
C 1.489 -1.987 0.475 -0.26
O 1.949 -0.672 0.667 -0.53
C 1.288 0.254 -0.170 -0.22
C -0.154 0.420 0.096 0.13
C -1.021 1.125 -0.722 -0.42
C -2.086 1.968 -0.766 -0.30
H 1.695 -2.335 -0.552 0.16
H 2.023 -2.629 1.180 0.20
H 0.410 -2.060 0.662 0.18
H 1.805 1.209 0.001 0.23
H 1.469 -0.019 -1.231 0.19
H -2.717 1.905 -1.651 0.19
H -2.270 2.796 -0.096 0.20
H -0.849 1.022 -1.800 0.26

=====

# 9
14
Properties=species:S:1:pos:R:3:nbo_charge:R:1 method="wB97M-V/def2-TZVPD" energy_ha=-270.494707 lumo_energy_ev=0.83 smiles="C=C/C=C(/C)O" orbital_gap_ev=8.969 e_above_lowest_kj_mol=165.9
C -2.720 0.164 0.345 -0.38
C -1.485 0.357 -0.100 -0.23
C -0.358 -0.494 0.257 -0.35
C 0.912 -0.108 -0.005 0.37
O 1.261 1.125 -0.437 -0.71
C 2.063 -1.063 0.045 -0.65
H -3.120 -0.586 1.047 0.20
H -3.523 0.854 0.043 0.19
H -1.234 1.377 -0.405 0.19
H -0.568 -1.542 0.482 0.21
H 0.706 1.593 -1.071 0.49
H 2.484 -1.148 -0.953 0.23
H 1.667 -1.961 0.527 0.22
H 2.787 -0.634 0.757 0.22

=====

# 10
14
Properties=species:S:1:pos:R:3:nbo_charge:R:1 method="wB97M-V/def2-TZVPD" energy_ha=-270.482676 lumo_energy_ev=1.07 smiles=C1CC2(C1)CO2 orbital_gap_ev=11.137 e_above_lowest_kj_mol=197.5
C -1.237 -1.239 0.780 -0.11
O -0.144 -1.996 0.260 -0.48
C -0.117 -0.598 0.108 0.21
C 0.828 0.399 0.770 -0.43
C 0.712 1.265 -0.514 -0.40
C -0.075 0.132 -1.228 -0.43
H -1.268 -1.195 1.869 0.18
H -2.198 -1.343 0.278 0.18
H 1.833 0.032 0.995 0.22
H 0.404 0.845 1.675 0.21
H 1.664 1.530 -0.979 0.21
H 0.125 2.175 -0.370 0.21
H 0.518 -0.398 -1.980 0.22
H -1.045 0.391 -1.663 0.21

=====

# 11
14
Properties=species:S:1:pos:R:3:nbo_charge:R:1 method="wB97M-V/def2-TZVPD" energy_ha=-270.386151 lumo_energy_ev=0.50 orbital_gap_ev=9.425 e_above_lowest_kj_mol=450.9
C -1.712 -0.110 0.379 -0.62
C -0.231 -0.048 0.097 0.10
C 0.234 0.884 -1.065 -0.62
C 0.616 -1.137 -0.465 0.07
C 1.514 -0.735 0.687 -0.23
O 0.586 0.204 1.257 -0.54
H -1.914 -0.903 1.105 0.23
H -2.067 0.838 0.798 0.22
H -2.267 -0.325 -0.539 0.22
H 0.634 1.804 -0.632 0.24
H -0.575 1.062 -1.775 0.24
H 1.040 0.399 -1.646 0.25
H 2.503 -0.309 0.477 0.21
H 1.639 -1.625 1.322 0.23

=====

# 12
14
Properties=species:S:1:pos:R:3:nbo_charge:R:1 method="wB97M-V/def2-TZVPD" energy_ha=-270.475720 lumo_energy_ev=1.02 smiles=C#C[C@@H](C)CO orbital_gap_ev=11.022 e_above_lowest_kj_mol=215.7
C -0.924 -0.384 1.433 -0.59
C -0.457 0.315 0.150 -0.33
C 1.067 0.657 0.287 -0.04
O 1.723 0.874 -0.927 -0.71
C -0.612 -0.434 -1.109 -0.01
C -0.527 -0.922 -2.211 -0.26
H -0.404 -1.334 1.580 0.21
H -2.000 -0.579 1.458 0.22
H -0.674 0.244 2.296 0.21
H -1.015 1.253 0.036 0.23
H 1.209 1.579 0.860 0.19
H 1.524 -0.159 0.874 0.15
H 1.451 0.154 -1.519 0.48
H -0.361 -1.264 -3.211 0.24

=====

# 13
14
Properties=species:S:1:pos:R:3:nbo_charge:R:1 method="wB97M-V/def2-TZVPD" energy_ha=-270.515157 lumo_energy_ev=1.09 smiles="C1=CCOCC1" orbital_gap_ev=10.440 e_above_lowest_kj_mol=112.2
C -0.918 -0.917 -0.465 -0.05
C -1.279 0.399 0.244 -0.47
C -0.094 1.326 0.197 -0.20
C 1.131 0.814 0.076 -0.22
C 1.373 -0.678 0.180 -0.11
O 0.215 -1.507 0.130 -0.53
H -1.696 -1.686 -0.370 0.19
H -0.749 -0.717 -1.534 0.16
H -2.127 0.847 -0.271 0.21
H -1.615 0.128 1.261 0.22
H -0.218 2.412 0.134 0.21
H 2.047 1.408 -0.010 0.21
H 1.789 -0.840 1.165 0.20
H 2.071 -0.985 -0.604 0.18

=====

# 14
14
Properties=species:S:1:pos:R:3:nbo_charge:R:1 method="wB97M-V/def2-TZVPD" energy_ha=-270.437265 lumo_energy_ev=1.17 orbital_gap_ev=10.078 e_above_lowest_kj_mol=316.7
C -1.969 0.697 -0.070 -0.39
C -2.535 -0.400 0.418 -0.38
C 1.953 0.601 -0.494 -0.37
C 1.508 -0.831 -0.657 -0.08
O 1.368 -0.901 0.799 -0.50
C 1.760 0.419 0.812 0.14
H -2.001 0.935 -1.131 0.19
H -1.452 1.408 0.570 0.19
H -2.507 -0.634 1.479 0.20
H -3.056 -1.110 -0.221 0.19
H 0.525 -0.998 -1.105 0.20
H 2.239 -1.556 -1.026 0.19
H 1.812 0.984 1.735 0.19
H 2.354 1.386 -1.108 0.22

=====

# 15
14
Properties=species:S:1:pos:R:3:nbo_charge:R:1 method="wB97M-V/def2-TZVPD" energy_ha=-270.432757 lumo_energy_ev=1.07 orbital_gap_ev=10.491 e_above_lowest_kj_mol=328.5
C -0.240 -0.011 -1.847 -0.64
C -0.242 -0.100 -0.304 0.26
C 0.796 0.778 0.425 -0.43
C 0.473 -0.407 1.313 0.06
C -1.044 -0.205 1.121 -0.40
O 0.505 -1.284 0.142 -0.54
H 0.701 -0.537 -2.075 0.24
H -0.097 1.004 -2.259 0.22
H -1.041 -0.498 -2.410 0.22
H 1.772 0.729 -0.060 0.21
H 0.528 1.780 0.770 0.20
H 1.032 -0.787 2.168 0.19
H -1.553 -1.128 1.437 0.22
H -1.574 0.663 1.559 0.20

=====

# 16
14
Properties=species:S:1:pos:R:3:nbo_charge:R:1 method="wB97M-V/def2-TZVPD" energy_ha=-270.383677 lumo_energy_ev=0.99 smiles=C[C@H]1[C@H]2CO[C@@H]12 orbital_gap_ev=9.098 e_above_lowest_kj_mol=457.4
C 1.561 -0.262 0.499 -0.61
C 0.645 0.453 -0.464 -0.31
C -0.567 -0.172 -1.164 -0.29
C -1.296 -0.912 -0.027 -0.12
O -1.271 0.163 0.940 -0.52
C -0.573 1.031 0.103 0.12
H 1.009 -0.676 1.347 0.22
H 2.280 0.462 0.900 0.22
H 2.120 -1.062 0.010 0.21
H 1.171 1.098 -1.167 0.23
H -1.238 0.842 -1.174 0.25
H -0.799 -1.813 0.359 0.19
H -2.330 -1.161 -0.280 0.19
H -0.752 2.101 0.240 0.22

=====

# 17
14
Properties=species:S:1:pos:R:3:nbo_charge:R:1 method="wB97M-V/def2-TZVPD" energy_ha=-270.427012 lumo_energy_ev=0.88 smiles=O[C@@]12CC[C@@H]1C2 orbital_gap_ev=9.694 e_above_lowest_kj_mol=343.6
O -0.968 -1.567 -0.793 -0.69
C -0.474 -0.351 -0.358 0.19
C -0.680 0.911 -1.028 -0.41
C 0.902 0.152 -0.616 -0.22
C 1.309 -0.122 0.851 -0.40
C -0.192 -0.069 1.139 -0.41
H -1.929 -1.493 -0.800 0.47
H -1.060 0.837 -2.065 0.22
H -1.032 1.804 -0.523 0.20
H 1.575 0.361 -1.428 0.23
H 1.656 -1.165 0.997 0.21
H 2.004 0.513 1.410 0.20
H -0.663 -0.772 1.813 0.21
H -0.448 0.961 1.402 0.20

=====

no.,M (g/mol)
1,84.12
2,84.12
3,84.12
4,84.12
5,84.12
6,84.12
7,84.12
8,84.12
9,84.12
10,84.12
11,84.12
12,84.12
13,84.12
14,84.12
15,84.12
16,84.12
17,84.12